A molecular structure, C40H48F5N7OSTc in a non-equilibrium geometry. Source: the OMol25 dataset; level of theory: ωB97M-V/def2-TZVPD.

Its spin multiplicity is 2. The LUMO energy (alpha / beta) is -0.96 / -0.55 eV. The calculation puts the maximum force at 0.08383 hartree/bohr. The HOMO-LUMO gap (alpha / beta) is 6.341 / 6.792 eV.

Last column: Löwdin charge in e.
CARTESIAN COORDINATES (ANGSTROEM)
Tc  0.089  0.305  -0.389  1.478
C  0.874  0.638  4.841  -0.081
C  0.014  1.205  3.710  -0.212
C  -1.251  0.413  3.501  -0.169
C  -2.296  0.600  4.394  -0.050
C  -3.493  -0.071  4.242  -0.074
C  -3.656  -0.928  3.171  -0.040
C  -2.636  -1.143  2.254  -0.173
C  -2.844  -2.128  1.142  -0.198
C  -2.428  -3.537  1.567  -0.076
C  -1.418  -0.477  2.426  -0.186
N  -0.333  -0.667  1.555  -0.023
C  0.739  -1.237  2.018  -0.105
C  1.953  -1.089  1.330  -0.388
C  3.273  -1.343  1.724  -0.055
C  4.084  -0.740  0.770  -0.107
C  3.234  -0.163  -0.168  -0.171
N  1.946  -0.377  0.143  -0.113
H  1.791  1.216  4.947  0.073
H  1.147  -0.395  4.638  0.059
H  0.334  0.666  5.786  0.072
H  0.606  1.241  2.794  0.068
H  -0.260  2.234  3.967  0.107
H  -2.157  1.277  5.225  0.111
H  -4.295  0.078  4.951  0.102
H  -4.594  -1.445  3.039  0.115
H  -2.270  -1.830  0.263  0.076
H  -3.904  -2.137  0.881  0.115
H  -1.358  -3.586  1.755  0.057
H  -2.659  -4.253  0.783  0.069
H  -2.956  -3.830  2.471  0.074
H  0.724  -1.740  2.982  0.146
H  3.584  -1.877  2.602  0.105
H  5.158  -0.703  0.761  0.090
H  3.522  0.417  -1.022  0.078
N  0.541  2.113  0.548  0.093
C  0.293  3.250  0.512  -0.188
N  0.049  4.512  0.399  -0.071
C  -0.514  5.306  1.475  -0.125
C  0.535  6.284  2.010  -0.171
C  1.087  7.128  0.863  -0.200
C  1.668  6.227  -0.225  -0.167
C  0.598  5.257  -0.724  -0.126
H  -0.868  4.638  2.263  0.130
H  -1.369  5.865  1.076  0.136
H  1.347  5.725  2.481  0.119
H  0.078  6.924  2.767  0.115
H  1.857  7.803  1.237  0.112
H  0.280  7.733  0.440  0.116
H  2.511  5.659  0.174  0.121
H  2.028  6.825  -1.063  0.116
H  1.012  4.549  -1.443  0.110
H  -0.220  5.807  -1.204  0.138
N  3.775  -3.448  -1.149  0.091
C  2.451  -3.408  -1.396  -0.973
N  2.059  -3.146  -2.653  0.105
S  1.356  -3.795  -0.212  0.640
H  4.433  -3.073  -1.813  0.102
H  4.066  -3.536  -0.192  0.081
H  2.707  -2.759  -3.321  0.088
H  1.080  -2.955  -2.798  0.041
C  3.072  0.027  -3.560  -0.074
C  2.101  1.156  -3.917  -0.361
C  2.052  2.245  -2.844  -0.081
C  0.761  0.567  -4.316  -0.129
C  0.421  0.704  -5.647  -0.047
C  -0.680  0.079  -6.202  -0.061
C  -1.412  -0.779  -5.403  -0.041
C  -1.144  -0.952  -4.058  -0.121
C  -2.061  -1.905  -3.323  -0.364
C  -1.322  -2.966  -2.510  -0.089
C  -3.031  -1.136  -2.427  -0.051
C  -0.086  -0.199  -3.436  -0.256
N  0.126  -0.186  -2.131  -0.075
H  4.061  0.428  -3.336  0.082
H  3.169  -0.656  -4.403  0.082
H  2.691  -0.515  -2.700  0.032
H  2.503  1.645  -4.812  0.124
H  1.680  1.854  -1.895  0.021
H  1.384  3.035  -3.178  0.068
H  3.049  2.666  -2.695  0.084
H  1.055  1.305  -6.283  0.110
H  -0.930  0.232  -7.240  0.104
H  -2.224  -1.335  -5.851  0.113
H  -2.649  -2.426  -4.091  0.127
H  -0.698  -2.498  -1.748  0.009
H  -0.718  -3.594  -3.164  0.077
H  -2.034  -3.615  -2.002  0.083
H  -2.469  -0.702  -1.609  0.033
H  -3.790  -1.800  -2.019  0.086
H  -3.514  -0.330  -2.978  0.089
F  -5.238  4.602  -2.770  0.097
C  -4.407  3.733  -2.168  -0.150
C  -4.880  2.835  -1.212  -0.146
F  -6.181  2.841  -0.887  0.111
C  -4.022  1.941  -0.601  -0.131
F  -4.513  1.082  0.312  0.102
C  -2.640  1.862  -0.922  -0.313
O  -1.870  1.008  -0.372  -0.223
C  -2.205  2.817  -1.872  -0.131
F  -0.881  2.825  -2.174  0.055
C  -3.051  3.724  -2.480  -0.150
F  -2.550  4.619  -3.349  0.099